[1]
A single C5H5N5 molecule in a non-equilibrium geometry. Source: the Open Molecules 2025 dataset; level of theory: ωB97M-V with the def2-TZVPD basis set.

The geometry in XYZ format:
```
15
Properties=species:S:1:pos:R:3:nbo_charge:R:1
N 1.930 0.598 -0.067 -0.55
N 2.057 -1.726 0.118 -0.79
N -2.431 -0.742 0.029 -0.23
N -2.048 0.589 0.003 -0.37
N -0.107 1.887 0.069 -0.51
C -1.313 -1.483 -0.007 -0.03
C -0.138 -0.620 -0.087 -0.29
C 1.255 -0.627 -0.034 0.45
C 1.237 1.772 -0.033 0.28
C -0.710 0.714 -0.061 0.38
H 1.642 -2.651 -0.077 0.40
H -1.585 -2.593 -0.084 0.23
H 3.071 -1.510 0.064 0.42
H -2.717 1.305 0.209 0.42
H 1.794 2.678 0.159 0.19
```

Relative energy (zero: lowest compared OMol25 entry of this formula, charge and spin) (eV): 1.283
Frontier orbital gap (eV): 9.5
HOMO energy (eV): -8.752



[2]
2 unconnected molecules or ions with the total composition C5H5N5 in a non-equilibrium geometry. Source: the Open Molecules 2025 dataset; level of theory: ωB97M-V with the def2-TZVPD basis set.

The geometry in XYZ format:
```
15
Properties=species:S:1:pos:R:3:nbo_charge:R:1
N -0.402 1.782 -1.318 -0.40
N -1.658 1.232 0.898 -0.75
N 1.069 -1.397 -1.241 -0.70
N -1.267 -2.056 -0.336 -0.29
N 2.272 0.554 1.568 -0.31
C 0.369 0.924 -1.113 0.30
C -1.270 -1.114 0.287 0.18
C -1.020 -0.007 1.061 -0.03
C 1.059 -0.179 -0.581 -0.09
C 1.770 0.184 0.589 0.23
H 1.816 -1.949 -1.195 0.39
H -1.365 2.002 1.541 0.39
H 0.550 -1.496 -2.092 0.41
H -0.457 -0.149 2.030 0.25
H -1.465 1.669 -0.098 0.41
```

Relative energy (zero: lowest compared OMol25 entry of this formula, charge and spin) (eV): 5.219
Frontier orbital gap (alpha / beta) (eV): 7.4 / 6.7
HOMO energy (alpha / beta) (eV): -8.359 / -8.141



[3]
A gas-phase ion, C5H5N5O2S2 (charge -2) in a non-equilibrium geometry. Source: the Open Molecules 2025 dataset; level of theory: ωB97M-V with the def2-TZVPD basis set.

The geometry in XYZ format:
```
19
Properties=species:S:1:pos:R:3:nbo_charge:R:1
S -1.972 -1.533 0.500 -0.33
S 2.310 1.272 2.121 -0.45
O -2.377 2.172 -0.697 -0.76
O -2.114 3.509 1.042 -0.80
N 1.021 0.999 -0.289 -0.10
N 1.192 1.018 -1.601 -0.11
N -0.278 0.488 0.248 -0.20
N 3.103 1.268 -0.542 -0.39
N 2.453 1.189 -1.728 -0.11
C 2.192 1.121 0.433 0.16
C -0.687 -0.696 -0.166 0.20
C -0.949 1.425 1.136 -0.37
C -1.841 2.503 0.355 0.76
C 0.199 -1.502 -1.075 -0.72
H -1.575 0.904 1.900 0.24
H 0.582 -0.748 -1.856 0.26
H -0.073 2.053 1.535 0.25
H 0.876 -2.132 -0.341 0.24
H -0.459 -2.218 -1.516 0.23
```

Total charge: -2
Frontier orbital gap (eV): 6.7
HOMO energy (eV): -1.500



[4]
A gas-phase ion, C5H5N6O2 (charge +1) in a non-equilibrium geometry. Source: the Open Molecules 2025 dataset; level of theory: ωB97M-V with the def2-TZVPD basis set.

The geometry in XYZ format:
```
18
Properties=species:S:1:pos:R:3:nbo_charge:R:1
O 1.168 -1.893 2.396 -0.03
O -0.609 2.566 0.495 -0.25
N 0.779 -1.707 1.123 -0.05
N 1.186 -0.737 3.054 -0.02
N -0.159 0.382 0.208 -0.13
N -0.230 1.521 0.917 0.53
N 0.375 1.447 2.095 -0.33
N -1.573 -1.298 -3.783 -0.22
C 0.173 -0.630 -2.032 -0.52
C 0.535 -0.478 0.946 0.22
C -0.755 0.256 -1.105 -0.23
C 0.843 0.159 2.197 0.22
C -0.733 -1.098 -3.027 0.23
H 0.582 -1.484 -1.431 0.27
H -0.988 1.304 -1.464 0.29
H -1.673 -0.294 -0.900 0.26
H 0.917 -0.098 -2.608 0.28
H 0.162 2.082 2.918 0.50
```

Relative energy (zero: lowest compared OMol25 entry of this formula, charge and spin) (eV): 0.000
Total charge: +1
Frontier orbital gap (alpha / beta) (eV): 9.0 / 9.0
HOMO energy (alpha / beta) (eV): -15.413 / -15.413



[5]
A single C5H5NO molecule. Source: the Open Molecules 2025 dataset; level of theory: ωB97M-V with the def2-TZVPD basis set.

The geometry in XYZ format:
```
12
Properties=species:S:1:pos:R:3:nbo_charge:R:1
O 1.173 2.135 -0.349 -0.48
N -1.648 0.165 0.607 -0.55
C 0.544 1.135 -0.139 0.54
C -0.904 0.805 -0.468 -0.19
C 0.998 -0.253 0.226 -0.52
C 2.203 -0.862 0.177 -0.11
C -0.798 -0.642 -0.201 -0.06
H -1.128 -1.525 -0.735 0.24
H 2.170 -1.958 0.135 0.15
H 0.280 -0.817 0.915 0.37
H -1.330 0.372 1.554 0.37
H -1.457 1.285 -1.268 0.24
```

Relative energy (zero: lowest compared OMol25 entry of this formula, charge and spin) (eV): 7.244
Frontier orbital gap (alpha / beta) (eV): 8.1 / 8.1
HOMO energy (alpha / beta) (eV): -8.406 / -8.407



[6]
2 unconnected molecules or ions with the total composition C5H5NO in a non-equilibrium geometry. Source: the Open Molecules 2025 dataset; level of theory: ωB97M-V with the def2-TZVPD basis set.

The geometry in XYZ format:
```
12
Properties=species:S:1:pos:R:3:nbo_charge:R:1
O 1.216 0.799 2.401 -0.43
N -1.410 2.032 -1.522 -0.30
C 0.682 0.260 1.517 0.76
C -0.395 -0.267 -0.822 -0.29
C -1.114 -1.099 0.226 -0.33
C -0.962 1.011 -1.211 0.27
C 0.160 -0.435 0.546 -0.40
H 2.464 1.041 -0.044 0.00
H 0.090 -0.798 -1.640 0.26
H -2.021 -0.686 0.658 0.23
H -1.098 -2.176 0.085 0.23
H 2.387 0.319 -0.193 0.00
```

Relative energy (zero: lowest compared OMol25 entry of this formula, charge and spin) (eV): 3.476
Frontier orbital gap (eV): 9.9
HOMO energy (eV): -9.558



[7]
A single C5H5NO molecule in a non-equilibrium geometry. Source: the Open Molecules 2025 dataset; level of theory: ωB97M-V with the def2-TZVPD basis set.

The geometry in XYZ format:
```
12
Properties=species:S:1:pos:R:3:nbo_charge:R:1
O -2.493 -0.504 0.148 -0.65
N -0.114 -1.151 -0.160 -0.49
C -1.787 0.591 -0.091 0.28
C -0.465 0.260 -0.095 -0.07
C 1.110 -1.137 0.056 0.06
C 1.732 0.166 0.120 -0.32
C 0.731 1.117 -0.039 -0.20
H 2.888 0.339 0.194 0.23
H -2.150 1.583 -0.072 0.20
H 0.826 2.235 0.025 0.24
H 1.540 -2.231 -0.214 0.20
H -1.818 -1.268 0.128 0.52
```

Relative energy (zero: lowest compared OMol25 entry of this formula, charge and spin) (eV): 2.264
Frontier orbital gap (eV): 8.6
HOMO energy (eV): -8.672



[8]
A single C5H5NO molecule in a non-equilibrium geometry. Source: the Open Molecules 2025 dataset; level of theory: ωB97M-V with the def2-TZVPD basis set.

The geometry in XYZ format:
```
12
Properties=species:S:1:pos:R:3:nbo_charge:R:1
O -0.263 0.011 -1.772 -0.48
N -0.237 0.874 2.064 -0.69
C 0.629 0.004 -0.702 0.19
C -0.624 -0.919 -0.776 0.12
C -0.708 0.295 1.112 0.54
C -1.428 -0.546 0.361 -0.53
C 1.809 0.585 -0.853 -0.44
H -0.519 -1.963 -1.054 0.21
H 2.458 0.690 0.007 0.21
H 2.113 1.021 -1.797 0.22
H -0.746 0.708 2.935 0.41
H -2.483 -0.759 0.475 0.24
```

Relative energy (zero: lowest compared OMol25 entry of this formula, charge and spin) (eV): 5.499
Frontier orbital gap (eV): 8.5
HOMO energy (eV): -8.646



[9]
A single C5H5NO molecule in a non-equilibrium geometry. Source: the Open Molecules 2025 dataset; level of theory: ωB97M-V with the def2-TZVPD basis set.

The geometry in XYZ format:
```
12
Properties=species:S:1:pos:R:3:nbo_charge:R:1
O -1.180 -0.849 2.253 -0.49
N 0.746 -2.061 -1.919 -0.30
C 1.000 0.834 0.264 -0.37
C -0.462 0.470 0.337 -0.32
C 0.562 -1.002 -1.492 0.27
C -1.230 -0.542 1.098 0.44
C 0.288 0.311 -0.963 -0.33
H 1.723 0.137 0.703 0.25
H -2.126 -0.711 0.426 0.09
H 1.355 1.862 0.256 0.24
H -1.467 0.958 0.185 0.27
H 0.046 1.056 -1.718 0.26
```

Relative energy (zero: lowest compared OMol25 entry of this formula, charge and spin) (eV): 2.497
Frontier orbital gap (eV): 10.8
HOMO energy (eV): -10.319



[10]
A single C5H5NO molecule in a non-equilibrium geometry. Source: the Open Molecules 2025 dataset; level of theory: ωB97M-V with the def2-TZVPD basis set.

The geometry in XYZ format:
```
12
Properties=species:S:1:pos:R:3:lowdin_charge:R:1
O -1.182 2.199 -1.253 0.06
N 0.323 -2.394 0.536 0.22
C -0.122 -0.450 1.072 0.04
C 0.144 0.658 0.032 -0.29
C 0.723 -1.428 -0.107 -0.36
C 1.027 -0.279 -0.753 -0.06
C -1.044 1.086 -0.804 -0.23
H -1.755 0.264 -1.047 0.14
H 0.633 1.540 0.464 0.15
H 1.875 -0.072 -1.377 0.10
H 0.521 -0.378 1.944 0.12
H -1.142 -0.745 1.293 0.11
```

Relative energy (zero: lowest compared OMol25 entry of this formula, charge and spin) (eV): 5.078
Frontier orbital gap (eV): 7.6
HOMO energy (eV): -8.207



[11]
A molecular structure, C5H5NO in a non-equilibrium geometry. Source: the Open Molecules 2025 dataset; level of theory: ωB97M-V with the def2-TZVPD basis set.

The geometry in XYZ format:
```
12
Properties=species:S:1:pos:R:3:nbo_charge:R:1
O 0.477 -0.450 1.312 -0.48
N 2.554 1.632 -0.518 -0.29
C 1.017 -0.444 -0.022 0.00
C -0.375 -0.428 -0.642 -0.27
C -0.848 -0.538 0.778 0.09
C -1.174 0.681 -0.007 -0.44
C 1.886 0.716 -0.290 0.25
H -1.548 -1.210 1.261 0.21
H -0.665 -0.965 -1.537 0.24
H -0.696 1.625 0.249 0.23
H -2.197 0.750 -0.367 0.23
H 1.569 -1.369 -0.216 0.23
```

Relative energy (zero: lowest compared OMol25 entry of this formula, charge and spin) (eV): 2.582
Frontier orbital gap (eV): 11.0
HOMO energy (eV): -10.164



[12]
A single C5H5NO molecule in a non-equilibrium geometry. Source: the Open Molecules 2025 dataset; level of theory: ωB97M-V with the def2-TZVPD basis set.

The geometry in XYZ format:
```
12
Properties=species:S:1:pos:R:3:nbo_charge:R:1
O -0.198 -1.307 1.502 -0.47
N -0.189 0.865 -1.083 -0.45
C 1.745 0.604 0.661 -0.66
C -0.307 -0.860 0.261 0.42
C 0.470 0.272 -0.188 0.27
C -1.366 0.224 -1.279 0.07
C -1.533 -0.839 -0.450 -0.38
H 2.214 -0.452 0.835 0.26
H 1.351 0.856 1.651 0.25
H 2.084 1.463 0.226 0.24
H -1.997 0.609 -2.097 0.21
H -2.274 -1.434 -0.039 0.24
```

Relative energy (zero: lowest compared OMol25 entry of this formula, charge and spin) (eV): 3.101
Frontier orbital gap (eV): 7.8
HOMO energy (eV): -9.493



[13]
A single C5H5NO molecule in a non-equilibrium geometry. Source: the Open Molecules 2025 dataset; level of theory: ωB97M-V with the def2-TZVPD basis set.

The geometry in XYZ format:
```
12
Properties=species:S:1:pos:R:3:nbo_charge:R:1
O 0.073 -1.420 0.943 -0.51
N -0.187 0.367 -0.481 -0.50
C 2.066 -0.448 0.386 -0.11
C -1.585 0.158 -1.038 -0.22
C -1.317 1.001 0.172 -0.23
C 3.237 -0.432 0.810 -0.20
C 0.561 -0.535 0.242 0.64
H -1.816 0.529 0.923 0.21
H -1.349 2.079 -0.054 0.21
H -1.975 0.439 -2.047 0.23
H 4.369 -0.880 0.757 0.28
H -2.076 -0.859 -0.614 0.20
```

Relative energy (zero: lowest compared OMol25 entry of this formula, charge and spin) (eV): 5.114
Frontier orbital gap (eV): 9.7
HOMO energy (eV): -9.850



[14]
2 unconnected molecules or ions with the total composition C5H5NO in a non-equilibrium geometry. Source: the Open Molecules 2025 dataset; level of theory: ωB97M-V with the def2-TZVPD basis set.

The geometry in XYZ format:
```
12
Properties=species:S:1:pos:R:3:nbo_charge:R:1
O -1.619 0.583 1.772 -0.34
N -1.895 0.508 -1.858 -0.36
C 0.465 -0.293 0.690 -0.49
C -0.690 0.115 1.293 0.87
C 0.450 -0.035 -0.888 -0.29
C 0.578 -1.398 -0.393 -0.33
C -0.855 0.260 -1.398 0.20
H 1.579 -1.824 -0.335 0.23
H -0.222 -2.127 -0.509 0.22
H 1.349 0.018 1.243 0.30
H 0.590 1.934 -0.106 0.04
H 0.269 2.258 0.490 -0.06
```

Relative energy (zero: lowest compared OMol25 entry of this formula, charge and spin) (eV): 5.268
Frontier orbital gap (alpha / beta) (eV): 7.9 / 7.9
HOMO energy (alpha / beta) (eV): -8.478 / -8.479



[15]
A molecular structure, C5H5NO in a non-equilibrium geometry. Source: the Open Molecules 2025 dataset; level of theory: ωB97M-V with the def2-TZVPD basis set.

The geometry in XYZ format:
```
12
Properties=species:S:1:pos:R:3:nbo_charge:R:1
O 0.081 -0.355 1.515 -0.61
N 2.779 1.119 0.157 -0.30
C 1.930 0.340 0.240 0.26
C -0.270 -0.400 -0.698 -0.29
C -1.104 0.850 -0.483 -0.47
C 0.814 -0.612 0.336 -0.01
C -1.385 -0.355 0.302 0.06
H 1.210 -1.637 0.297 0.22
H -0.293 -0.891 -1.666 0.24
H -1.761 1.021 -1.338 0.26
H -1.234 -0.832 1.316 0.37
H -0.765 1.751 0.022 0.26
```

Relative energy (zero: lowest compared OMol25 entry of this formula, charge and spin) (eV): 5.697
Frontier orbital gap (alpha / beta) (eV): 9.6 / 9.6
HOMO energy (alpha / beta) (eV): -10.106 / -10.106



[16]
A single C5H5NO2 molecule in a non-equilibrium geometry. Source: the Open Molecules 2025 dataset; level of theory: ωB97M-V with the def2-TZVPD basis set.

The geometry in XYZ format:
```
13
Properties=species:S:1:pos:R:3:nbo_charge:R:1
O 2.403 -0.199 0.012 -0.46
O 1.215 -2.046 -0.141 -0.59
N -0.003 -0.189 0.010 -0.46
C 2.097 1.089 -0.057 0.37
C 1.144 1.884 -0.118 -0.17
C 1.189 -0.854 0.003 0.87
C -0.257 1.344 -0.013 -0.23
C -1.267 -0.930 -0.038 -0.40
H -0.973 1.478 -0.879 0.22
H -1.961 -0.224 0.410 0.19
H -1.131 -1.709 0.825 0.23
H -0.774 1.576 0.962 0.22
H -1.681 -1.219 -0.976 0.21
```

Relative energy (zero: lowest compared OMol25 entry of this formula, charge and spin) (eV): 5.238
Frontier orbital gap (eV): 9.1
HOMO energy (eV): -9.952



[17]
A molecular structure, C5H5NO2 in a non-equilibrium geometry. Source: the Open Molecules 2025 dataset; level of theory: ωB97M-V with the def2-TZVPD basis set.

The geometry in XYZ format:
```
13
Properties=species:S:1:pos:R:3:nbo_charge:R:1
O 2.523 -0.802 -0.001 -0.48
O 0.172 1.667 0.163 -0.51
N -1.785 -0.354 0.009 -0.56
C -0.579 -0.557 -0.841 -0.11
C 0.444 0.354 1.048 -0.05
C -0.496 -0.731 0.658 -0.17
C 1.632 0.025 0.032 0.58
C 0.631 0.701 -0.894 -0.04
H -0.882 -1.248 -1.714 0.25
H 0.944 1.284 -1.694 0.22
H 0.284 0.589 2.151 0.24
H -2.044 0.778 0.049 0.37
H -0.844 -1.706 1.034 0.27
```

Relative energy (zero: lowest compared OMol25 entry of this formula, charge and spin) (eV): 5.944
Frontier orbital gap (eV): 10.7
HOMO energy (eV): -10.241



[18]
A molecular structure, C5H5NO2 in a non-equilibrium geometry. Source: the Open Molecules 2025 dataset; level of theory: ωB97M-V with the def2-TZVPD basis set.

The geometry in XYZ format:
```
13
Properties=species:S:1:pos:R:3:nbo_charge:R:1
O 1.449 -1.326 0.039 -0.47
O -1.234 1.139 -0.089 -0.43
N -2.311 -0.924 0.009 -0.82
C -1.074 -0.348 0.014 0.33
C 2.203 -0.108 0.027 -0.06
C 0.272 -0.556 -0.089 0.16
C 0.865 0.662 -0.110 -0.18
C -0.005 1.723 0.052 0.10
H 0.188 2.785 0.340 0.22
H 2.875 -0.065 -0.844 0.20
H 2.731 0.153 1.059 0.19
H -2.297 -1.835 -0.589 0.38
H -2.608 -1.310 1.006 0.38
```

Relative energy (zero: lowest compared OMol25 entry of this formula, charge and spin) (eV): 4.700
Frontier orbital gap (eV): 9.0
HOMO energy (eV): -8.164



[19]
A molecular structure, C5H5NO2 in a non-equilibrium geometry. Source: the Open Molecules 2025 dataset; level of theory: ωB97M-V with the def2-TZVPD basis set.

The geometry in XYZ format:
```
13
Properties=species:S:1:pos:R:3:nbo_charge:R:1
O -2.135 -0.656 0.713 -0.69
O 1.353 1.674 -1.566 -0.32
N 1.870 0.272 -1.305 -0.13
C -0.287 0.787 -0.271 -0.25
C -0.733 -0.284 0.696 0.10
C 0.317 -1.261 0.256 -0.50
C 0.274 1.932 -0.921 0.22
C 0.736 -0.159 -0.676 0.19
H -2.067 -1.491 1.299 0.46
H -0.630 0.079 1.779 0.19
H 0.102 -2.258 -0.115 0.25
H 1.280 -1.597 0.806 0.25
H -0.080 2.962 -0.695 0.22
```

Relative energy (zero: lowest compared OMol25 entry of this formula, charge and spin) (eV): 5.539
Frontier orbital gap (eV): 9.8
HOMO energy (eV): -9.502